Record 1
{"formula": "C25H27BMoN6O5STe", "method": "ωB97M-V with the def2-TZVPD basis set", "e_above_lowest_kcal_mol": 0.00, "e_lumo_ev": [-8.42, -8.43], "energy_ha": -2432.392106, "total_charge": 2, "species": ["Mo", "H", "O", "C", "H", "C", "N", "C", "H", "H", "N", "O", "H", "H", "C", "C", "N", "H", "H", "N", "H", "H", "C", "H", "H", "O", "C", "C", "H", "O", "H", "C", "H", "H", "C", "N", "B", "C", "H", "C", "C", "H", "H", "C", "H", "C", "C", "H", "H", "H", "C", "S", "C", "C", "C", "C", "H", "C", "C", "C", "H", "C", "H", "H", "N", "Te", "O"], "xyz": [[0.1461, 0.5165, -0.9694], [-3.6801, -2.5324, 0.7120], [6.2380, -3.1778, 2.3254], [2.5396, -0.3956, 0.8169], [-4.8382, 1.9451, -0.6532], [-3.5791, 4.7684, 3.8549], [-2.3074, -1.0723, 0.1440], [-3.8180, 2.0693, -0.9767], [1.6824, 5.8462, 0.8236], [-2.4614, 0.6358, 1.6098], [-1.6837, 1.5940, -1.0728], [2.4571, 0.4250, 1.6871], [-2.2549, 3.2684, 1.1293], [-4.0310, 4.8596, 1.7577], [5.2698, -2.7335, 1.4944], [-2.6806, -2.3232, 0.3686], [-2.8841, 1.2432, -0.5366], [-0.5978, 6.7584, 1.5120], [0.9101, 1.3014, 1.6200], [0.1441, 1.9957, 1.5572], [4.3866, -1.1093, 2.5830], [6.7533, -5.1808, 2.2504], [6.8815, -4.2721, 1.6655], [4.4034, -3.8886, -1.6033], [-1.1079, 3.1210, -2.4287], [1.5563, -0.3106, -0.1966], [-0.5223, 1.9953, 2.8606], [-0.5826, -2.3519, -0.2651], [-0.0948, 4.4632, 2.0358], [-0.1716, 1.1300, 3.6064], [-2.3127, 7.0392, -0.2842], [-1.9118, 2.6738, -1.8698], [-4.1776, -0.0137, 0.7809], [0.1121, 7.5114, 0.1084], [-2.7775, 4.2099, 4.8411], [0.3390, 4.2987, 1.1301], [-3.0162, 0.2194, 0.6294], [-1.5678, 6.2489, -0.3615], [0.9285, 5.2254, -0.6485], [3.4716, -1.4790, 0.6340], [3.4723, -2.2497, -0.5323], [-1.3075, 6.1414, -1.4168], [-1.5916, -4.2542, 0.1931], [0.7418, 5.5111, 0.3859], [0.4240, -2.5956, -0.5612], [-2.3866, 3.5482, 2.1668], [-1.7804, 3.3122, 4.4970], [-1.1578, 2.8530, 5.2528], [-2.9350, 4.4677, 5.8791], [2.7667, -2.0327, -1.3231], [5.2664, -3.5044, 0.3264], [1.2418, 2.6577, -0.7589], [-1.6091, -3.1824, 0.1110], [-3.2420, 3.0085, -1.8379], [-1.5746, 2.9915, 3.1552], [0.5130, 3.0599, 0.7841], [-2.0375, 5.3211, -0.0324], [-0.3340, 6.5821, 0.4646], [4.3925, -1.7096, 1.6852], [4.3815, -3.2850, -0.7084], [-3.7347, 3.8018, -2.3715], [-3.3895, 4.4347, 2.5184], [-4.3633, 5.4619, 4.1279], [7.9282, -4.0313, 1.4901], [-1.0095, -1.0602, -0.2373], [0.5648, 0.2133, -3.2928], [6.2197, -4.4359, 0.3954]], "forces_ev_per_angstrom": [[0.0, 0.2, 0.1], [0.0, 0.0, 0.0], [0.0, 0.0, 0.0], [-0.2, -0.2, 0.0], [0.0, 0.0, 0.0], [0.0, 0.0, 0.0], [0.0, 0.0, 0.3], [0.0, 0.0, -0.1], [0.0, 0.0, 0.0], [0.1, 0.0, -0.1], [0.1, 0.0, 0.0], [0.2, 0.1, 0.1], [0.0, 0.0, -0.1], [0.0, 0.0, 0.0], [0.0, 0.1, 0.1], [0.0, 0.0, -0.1], [0.1, 0.1, 0.2], [0.0, 0.0, 0.0], [0.0, -0.1, 0.0], [0.0, 0.1, 0.0], [0.0, 0.0, 0.0], [0.0, 0.0, 0.0], [0.0, 0.0, 0.0], [0.0, 0.0, 0.0], [0.0, 0.0, 0.0], [0.1, -0.1, -0.2], [-0.1, -0.1, 0.0], [-0.1, -0.1, 0.0], [0.0, 0.0, 0.0], [0.0, 0.0, 0.0], [0.0, 0.0, 0.0], [-0.1, 0.0, -0.1], [0.0, 0.0, 0.0], [0.0, 0.0, 0.0], [0.0, 0.0, 0.0], [0.0, 0.0, 0.0], [-0.2, -0.1, -0.1], [0.0, 0.0, 0.0], [0.0, 0.0, 0.0], [0.0, 0.1, 0.1], [0.0, 0.0, 0.0], [0.0, 0.0, 0.0], [0.0, 0.0, 0.0], [0.0, -0.1, 0.0], [0.0, 0.0, 0.0], [0.0, 0.0, 0.0], [0.0, 0.0, 0.0], [0.0, 0.0, 0.0], [0.0, 0.0, 0.0], [0.0, 0.0, 0.0], [0.0, 0.0, 0.0], [-0.2, 0.0, 0.0], [0.0, 0.1, 0.0], [0.0, 0.0, 0.0], [0.1, 0.0, 0.0], [0.0, 0.0, 0.0], [0.0, 0.0, 0.0], [0.0, 0.0, 0.0], [0.0, -0.1, -0.1], [0.0, 0.0, 0.0], [0.0, 0.0, 0.0], [0.0, 0.0, 0.0], [0.0, 0.0, 0.0], [0.0, 0.0, 0.0], [0.0, 0.0, -0.2], [0.0, 0.0, 0.0], [0.0, 0.0, 0.0]]}

***

Record 2
{"formula": "C25H27ClF2N8O4ReSSe", "method": "ωB97M-V with the def2-TZVPD basis set", "e_above_lowest_kcal_mol": 37.46, "e_lumo_ev": [-4.70, -7.73], "energy_ha": -5244.970339, "total_charge": 2, "s2": 3.778, "multiplicity": 4, "species": ["N", "Se", "C", "N", "H", "C", "H", "C", "C", "C", "C", "C", "F", "C", "C", "O", "H", "C", "C", "H", "C", "H", "C", "C", "H", "H", "H", "C", "C", "N", "H", "C", "H", "O", "H", "H", "C", "H", "N", "H", "H", "H", "H", "H", "C", "N", "N", "H", "C", "O", "C", "O", "C", "H", "F", "H", "S", "C", "Re", "H", "H", "H", "C", "H", "N", "H", "Cl", "H", "N", "C"], "xyz": [[-3.2582, 1.1964, -1.5600], [-2.9027, -0.9080, 1.4028], [-0.9687, 4.3543, 1.8889], [1.4047, 1.6241, -2.5458], [5.6493, -2.4079, 0.2065], [3.6125, 0.2318, -0.1730], [-4.2523, 1.3450, -1.5394], [0.2009, 5.2406, 1.4581], [-0.9090, -1.6058, -2.3178], [2.5428, 1.5944, -4.6521], [-1.3594, 3.3790, 0.8212], [0.3024, -1.2129, -1.7516], [-2.2869, -3.2778, -3.1965], [1.6363, 3.6497, -3.8046], [-1.1108, -2.9265, -2.6653], [1.4499, 1.2611, 1.5469], [1.4584, 4.7149, -3.8654], [-0.1538, -3.9040, -2.4776], [2.3069, 2.9703, -4.8419], [-0.3201, -4.9325, -2.7649], [3.6716, -2.4610, -0.5961], [2.5455, 4.5876, -6.0812], [4.7578, -0.4524, 0.1373], [-2.4401, 1.8962, -0.7597], [-1.2082, -2.7342, 5.7004], [-2.5676, -0.7261, 5.7835], [3.1872, 3.1129, -6.6874], [2.5425, -1.7146, -0.9220], [-1.0184, -3.5768, 1.1406], [2.7063, 3.6038, -5.9536], [-0.5556, -4.5490, 1.2793], [1.2150, 2.9562, -2.7077], [-0.2013, -4.3560, 3.7071], [-0.0257, -0.4710, 0.9435], [0.7139, 3.4684, -1.8969], [-1.9359, -3.6821, 0.5696], [2.0815, 0.9800, -3.5253], [-0.3389, -2.9040, 0.6191], [2.5207, -0.3791, -0.6789], [5.6092, 0.0768, 0.5394], [-0.0472, 5.8074, 0.5601], [-2.8808, 0.6587, -2.3202], [1.0855, 4.6377, 1.2587], [-1.7131, -0.9105, -2.5041], [1.0381, -3.5042, -1.9151], [-1.1321, 1.7904, -0.7392], [-0.5384, 2.6742, 0.1391], [3.6837, -3.5240, -0.7704], [-1.3484, -2.6970, 4.6341], [1.7279, -0.9074, 2.5000], [-0.8550, -3.5032, 3.6485], [-0.1036, 0.4439, 3.1602], [-2.8022, -0.6530, 4.7264], [3.5331, 1.2981, -0.0127], [1.9729, -4.4504, -1.7355], [-3.8740, -0.7488, 4.5808], [-3.0177, 3.0776, 0.3605], [-2.1115, -1.9481, 2.6970], [0.6830, 0.6081, -0.8761], [-0.6908, 3.7725, 2.7708], [-1.8347, 4.9581, 2.1582], [-2.4524, 0.2978, 4.3358], [1.3023, -2.1899, -1.5350], [0.4389, 5.9488, 2.2495], [-2.1049, -1.7426, 4.0328], [2.2400, -0.0781, -3.3701], [0.7938, 0.0896, 2.1059], [3.0855, 1.0182, -5.3895], [-1.3301, -3.0284, 2.4678], [4.7741, -1.8293, -0.0577]], "forces_ev_per_angstrom": [[0.0, -0.1, 0.1], [-0.2, -0.1, 0.1], [0.0, 0.0, -0.1], [0.0, 0.0, -0.1], [0.0, 0.0, 0.0], [-0.2, 0.0, -0.1], [0.0, 0.0, 0.0], [0.0, 0.0, 0.0], [0.1, 0.0, -0.1], [0.0, 0.0, 0.0], [-0.1, 0.0, -0.1], [0.1, 0.3, 0.1], [0.0, 0.0, 0.0], [0.0, 0.0, 0.0], [-0.1, 0.0, -0.1], [-0.1, -0.4, 0.2], [0.0, 0.0, 0.0], [0.0, -0.1, 0.0], [0.0, 0.1, -0.1], [0.0, 0.0, 0.0], [0.0, -0.1, 0.0], [0.0, 0.0, 0.0], [0.1, -0.1, 0.0], [0.0, 0.0, -0.2], [0.0, 0.0, 0.0], [0.0, 0.0, 0.0], [0.0, 0.0, 0.0], [-0.1, 0.1, -0.1], [0.0, 0.0, 0.1], [0.0, 0.0, 0.1], [0.0, 0.0, 0.0], [0.1, 0.0, 0.0], [0.0, 0.0, 0.0], [0.4, 0.5, 0.0], [0.0, 0.0, 0.0], [0.0, 0.0, 0.0], [0.0, -0.1, 0.0], [0.0, 0.0, 0.0], [0.2, 0.1, 0.2], [0.0, 0.0, 0.0], [0.0, 0.0, 0.0], [0.0, 0.0, 0.0], [0.0, 0.0, 0.0], [0.0, 0.0, 0.0], [0.1, -0.1, 0.0], [0.0, 0.1, 0.2], [0.3, 0.0, -0.1], [0.0, 0.0, 0.0], [0.0, 0.1, 0.0], [-0.3, 0.2, -0.1], [0.1, 0.0, -0.1], [0.2, -0.1, -0.4], [0.1, -0.1, -0.1], [0.0, 0.0, 0.0], [0.0, 0.0, 0.0], [0.0, 0.0, 0.0], [-0.1, 0.0, 0.1], [0.3, 0.0, 0.0], [-0.6, -0.6, 0.3], [0.0, 0.0, 0.0], [0.0, 0.0, 0.0], [0.0, 0.0, 0.0], [0.0, 0.0, 0.0], [0.0, 0.0, 0.0], [-0.2, 0.1, 0.1], [0.0, 0.0, 0.0], [0.1, 0.2, 0.1], [0.0, 0.0, 0.0], [0.0, -0.2, -0.2], [0.0, 0.0, 0.0]]}